Below is the molecule C3H9N3S at a distorted geometry, with properties calculated with ωB97M-V with the def2-TZVPD basis set.

Output
Energy above the lowest of the compared OMol25 structures with the same formula, charge and spin, kcal/mol: 35.8
Multiplicity: 1
SMILES: CN/N=C(/C)NS
Gap between HOMO and LUMO, Ha: 0.3401
E, eV: -18561.125

Each atom is followed by the atoms it is bonded to, with distances in Å.
Element x y z (Å)
1 C 0.177 2.685 0.859  N2 1.465, H8 1.096, H9 1.077, H10 1.096
2 N 0.094 2.035 -0.452  C1 1.465, N3 1.442, H11 1.030
3 N -1.030 1.132 -0.439  N2 1.442, C4 1.275
4 C -0.712 -0.078 -0.191  N3 1.275, C5 1.499, N6 1.407
5 C -1.776 -1.133 -0.140  C4 1.499, H12 1.098, H13 1.129, H14 1.089
6 N 0.621 -0.454 0.051  C4 1.407, S7 1.709, H15 0.994
7 S 1.198 -2.060 -0.025  N6 1.709, H16 1.364
8 H 0.491 1.950 1.609  C1 1.096
9 H 0.946 3.437 0.831  C1 1.077
10 H -0.796 3.133 1.092  C1 1.096
11 H -0.156 2.750 -1.151  N2 1.030
12 H -1.620 -1.883 -0.926  C5 1.098
13 H -2.767 -0.610 -0.271  C5 1.129
14 H -1.803 -1.656 0.815  C5 1.089
15 H 1.251 0.274 -0.201  N6 0.994
16 H 1.353 -2.261 1.315  S7 1.364